Entry from the Open Molecules 2025 dataset: a molecular structure, C32H48AsBrNO6RuS4Si2 (ωB97M-V/def2-TZVPD).

Each line ends with the Mulliken charge.
Positions of all 96 atoms, in Å:
Ru1 0.18871 -1.47178 0.51466  2.244
S1 -1.16380 -0.70660 2.33786  -0.603
C1 -0.14926 -0.66328 3.76050  0.136
C2 -0.70382 -0.59261 5.03927  -0.811
C3 0.10732 -0.53241 6.16598  -0.528
C4 1.49260 -0.54181 6.01558  -0.442
C5 2.04314 -0.60565 4.74167  -0.758
C6 1.22748 -0.66764 3.61000  0.471
S2 1.91128 -0.70168 2.00130  -0.598
H1 -1.78414 -0.57900 5.13527  0.433
H2 -0.33703 -0.48663 7.15389  0.310
H3 2.13866 -0.49704 6.88510  0.311
H4 3.11949 -0.61090 4.60494  0.393
C7 1.43118 -2.33742 -4.89946  -0.989
Si1 3.11045 -2.31030 -4.09583  0.380
C8 4.23211 -3.51367 -5.00474  -1.198
C9 3.91949 -0.63529 -4.26017  -0.829
C10 3.05143 -2.84606 -2.31053  0.132
C11 3.75493 -3.94278 -1.82967  -0.012
C12 3.68299 -4.31800 -0.49067  -1.299
C13 2.86278 -3.58604 0.34313  -0.663
N1 2.17532 -2.53394 -0.08935  0.657
C14 2.26061 -2.15485 -1.36887  -0.120
S3 1.29481 -0.75799 -1.68792  -0.505
H5 1.49262 -2.61287 -5.95653  0.363
H6 0.95202 -1.36039 -4.81454  0.216
H7 0.77680 -3.04742 -4.38739  0.351
H8 4.27075 -3.24833 -6.06588  0.290
H9 3.87537 -4.54500 -4.93140  0.307
H10 5.25321 -3.47887 -4.61336  0.285
H11 3.95189 -0.31637 -5.30731  0.315
H12 4.94306 -0.66560 -3.87634  0.286
H13 3.36294 0.11131 -3.68781  0.124
H14 4.36710 -4.52554 -2.51119  0.313
H15 4.23102 -5.16628 -0.10545  0.367
H16 2.75319 -3.82084 1.39400  0.540
O1 -4.32323 -2.52378 -0.53777  -0.691
As1 -2.66348 -3.15967 -0.75849  1.073
O2 -2.58122 -3.71447 -2.29486  -0.867
O3 -1.85107 -1.79185 -0.17093  -0.479
C15 -2.84733 -4.57935 0.59326  -0.296
C16 -4.12466 -5.04843 0.89485  -0.553
C17 -4.30166 -6.02707 1.86351  -0.493
C18 -3.21228 -6.53415 2.56278  -0.521
C19 -1.93648 -6.07887 2.27488  -0.673
C20 -1.76612 -5.12236 1.28259  0.163
S4 -0.15731 -4.47869 0.94530  1.503
O4 0.78941 -5.55497 1.13696  -0.724
O5 -0.01392 -3.32846 1.88380  -0.473
O6 -0.26212 -4.00777 -0.43041  -0.706
H17 -4.16717 -1.62090 -0.23065  0.272
H18 -4.97288 -4.62125 0.37867  0.432
H19 -5.29891 -6.39247 2.08186  0.355
H20 -3.36180 -7.27722 3.33800  0.353
H21 -1.06636 -6.45118 2.80010  0.440
C21 -3.47094 4.04688 -1.07005  -2.163
C22 -1.99679 4.20253 -1.47041  2.394
C23 -1.86938 3.60573 -2.88427  -1.929
C24 -1.67051 5.70195 -1.56786  -1.741
Si2 -0.86258 3.28799 -0.19072  -0.319
Br1 -1.31614 1.14416 -0.55951  -0.109
C25 -1.36341 3.64132 1.62841  2.774
C26 -1.58221 5.14500 1.86869  -2.027
C27 -0.27740 3.14491 2.59848  -2.047
C28 -2.64787 2.88976 2.01717  -1.612
C29 0.99852 3.56809 -0.54814  2.862
C30 1.85576 2.48624 0.12997  -1.859
C31 1.46583 4.94783 -0.05183  -1.840
C32 1.28738 3.47313 -2.05261  -2.230
H22 -4.10143 4.47435 -1.86055  0.608
H23 -3.70656 4.57049 -0.14286  0.333
H24 -3.74516 2.99667 -0.95069  0.314
H25 -2.64196 4.05448 -3.52303  0.546
H26 -2.01736 2.52553 -2.88454  0.275
H27 -0.90421 3.80834 -3.34226  0.350
H28 -2.36135 6.17803 -2.27714  0.511
H29 -0.65688 5.86998 -1.93737  0.276
H30 -1.76894 6.21976 -0.61288  0.265
H31 -0.72750 5.75234 1.56011  0.294
H32 -1.73913 5.31220 2.94188  0.541
H33 -2.46520 5.51913 1.34678  0.321
H34 0.65218 3.70687 2.51377  0.241
H35 -0.06136 2.08132 2.45824  0.129
H36 -0.64619 3.26613 3.62514  0.662
H37 -3.50169 3.13798 1.38850  0.282
H38 -2.90101 3.15156 3.05331  0.529
H39 -2.49586 1.81011 1.97850  0.067
H40 1.79621 2.49489 1.21298  0.320
H41 2.90616 2.64987 -0.14675  0.519
H42 1.59020 1.48386 -0.19797  0.052
H43 1.38909 5.03957 1.03225  0.288
H44 0.90486 5.77310 -0.49767  0.274
H45 2.52274 5.08028 -0.31702  0.521
H46 0.91127 2.54009 -2.47982  0.382
H47 2.37419 3.48695 -2.20080  0.605
H48 0.86653 4.31308 -2.60963  0.352

Charge   -2
2S+1   2
E_LUMO (spin up / spin down)   3.993 / 3.992 eV
HOMO level (spin up / spin down)   -1.5 / -1.5 eV
Relative energy (zero: lowest compared OMol25 entry of this formula, charge and spin)   277.1 kJ/mol
E   -8830.9978 hartree